This record from the OMol25 dataset describes an isolated ion of composition C6H17N2 and charge +2. The level of theory is ωB97M-V with the def2-TZVPD basis set.

Geometry as XYZ:
```
25
Properties=species:S:1:pos:R:3:forces:R:3
N -1.641 0.742 -2.099 -0.564 -0.727 1.484
N 0.365 -0.282 -0.272 -1.255 -2.563 2.491
C 1.398 1.551 1.154 -0.681 0.707 -1.450
C 1.407 0.093 0.671 1.172 1.372 0.913
C 1.287 -0.751 1.959 -0.753 -3.057 1.226
C -1.023 -0.157 0.252 -0.513 1.674 0.821
C 0.584 -1.618 -0.818 1.045 0.501 -1.116
C -2.157 0.403 -0.676 0.449 -0.254 -0.466
H 1.972 -0.590 2.798 0.140 1.100 -0.604
H 0.737 -2.351 -0.007 -0.244 0.347 0.120
H -2.840 -0.442 -0.751 -0.406 0.483 -0.493
H -0.859 0.101 -2.196 0.129 0.221 -1.089
H -2.383 0.557 -2.780 0.194 -0.046 -0.201
H -1.338 1.713 -2.199 0.109 0.016 0.027
H 1.573 -1.540 -1.295 -0.437 -0.558 -0.458
H 2.404 -0.064 0.219 -0.628 -0.320 -0.074
H 0.296 -0.859 2.425 0.007 1.084 -0.277
H 1.380 2.205 0.263 0.850 -0.069 0.363
H -0.246 -1.982 -1.442 0.435 0.257 0.019
H 0.496 1.898 1.646 -0.179 -0.496 0.662
H -1.362 -1.099 0.720 0.403 -0.037 -0.805
H 1.450 -1.839 1.835 0.394 0.303 -0.866
H -2.663 1.306 -0.310 0.267 -0.492 0.168
H 2.258 1.692 1.811 -0.118 0.218 -0.325
H -0.983 0.498 1.116 0.183 0.335 -0.070
```
Positions in Å, forces in eV/Å.

For the lowest unoccupied orbital energy (alpha / beta), the calculation gives -7.3 / -12.0 eV. As for the charge: +2. Its multiplicity is 2. For the orbital gap (alpha / beta), the calculation gives 12.120 / 7.591 eV.

Atom charges from the Mulliken analysis, given in e for atoms 1 to 6:
1. N -0.205
2. N 0.227
3. C -1.368
4. C 0.161
5. C -1.115
6. C -0.438

=====

This record from the OMol25 dataset describes a 2-piece molecular cluster, C6H17N2Si overall. The level of theory is ωB97M-V with the def2-TZVPD basis set.

Geometry as XYZ:
```
26
Properties=species:S:1:pos:R:3:forces:R:3
Si 1.573 -0.314 -0.243 -0.713 2.173 0.274
N 1.537 0.025 1.444 -1.088 -0.241 -2.356
N -0.386 0.095 -0.386 -0.201 -1.243 -2.697
C 2.647 -0.214 2.381 0.605 0.115 -1.166
C -2.337 -0.977 -1.840 -1.495 1.169 -1.577
C -0.979 0.056 0.986 4.329 -0.395 0.592
C 0.242 0.688 1.778 -0.138 2.006 -0.378
C -0.607 1.412 -1.130 0.887 -3.023 -2.675
C -0.860 -1.040 -1.332 -1.666 0.265 -1.442
H 1.980 -1.679 -0.587 -0.084 -0.249 -0.113
H -1.930 0.486 1.161 -0.750 0.788 -0.323
H -0.817 -2.030 -0.890 0.629 0.125 0.744
H 2.129 -0.550 3.276 0.900 -0.259 0.381
H 3.408 -0.948 1.900 -1.624 0.737 1.049
H 3.267 0.696 2.520 -0.640 -0.351 0.340
H 0.259 1.830 1.541 0.139 -1.821 0.614
H 0.080 2.131 -0.922 2.439 1.666 1.054
H 2.234 1.626 -2.093 -0.266 -1.131 1.001
H -2.636 -0.093 -2.540 1.035 -1.020 1.461
H -0.252 -1.088 -2.288 -0.178 0.491 1.365
H -0.506 1.258 -2.266 -0.219 -0.104 1.829
H -0.952 -0.960 1.354 -0.420 -0.540 -0.388
H -1.502 1.856 -0.942 -2.983 0.560 0.697
H 0.063 0.545 2.814 -0.121 0.173 1.128
H -3.199 -1.012 -1.094 1.505 -0.276 -0.640
H -2.457 -1.800 -2.603 0.119 0.386 1.225
```
Positions in Å, forces in eV/Å.

For the lowest unoccupied orbital energy (alpha / beta), the calculation gives -4.1 / -4.7 eV. As for the charge: +1. Its multiplicity is 1. For the orbital gap (alpha / beta), the calculation gives 7.940 / 8.450 eV.

Atom charges from the Mulliken analysis, given in e for atoms 1 to 6:
1. Si -0.057
2. N 0.352
3. N 0.352
4. C -0.792
5. C -1.153
6. C -0.533

=====

This record from the OMol25 dataset describes a 2-piece molecular cluster, C6H17N3 overall. The level of theory is ωB97M-V with the def2-TZVPD basis set.

Geometry as XYZ:
```
26
Properties=species:S:1:pos:R:3:forces:R:3
N -2.628 1.133 -0.665 0.103 -0.254 0.373
N 0.573 -0.214 -1.067 -0.151 -0.206 0.219
N -2.582 2.298 -0.404 -0.115 1.236 -0.645
C 2.314 -1.674 0.218 -1.650 1.178 0.360
C 0.777 1.147 -0.520 2.290 -0.473 -1.100
C 0.872 -1.380 -0.165 -2.605 -0.301 0.146
C -1.944 2.992 0.804 1.696 -4.637 -0.357
C 0.082 -1.197 1.138 0.420 2.544 0.405
C 0.281 -2.605 -0.951 3.029 0.316 1.715
H 0.238 1.370 0.368 -0.695 0.218 0.760
H 0.712 -3.515 -0.454 -0.801 0.574 -0.709
H 1.884 1.260 -0.271 -1.258 -0.254 -0.183
H -0.429 -0.386 -1.267 0.750 0.758 -0.026
H 2.505 -2.652 -0.037 0.510 -2.472 -0.309
H -2.948 3.036 -1.135 0.514 -0.770 1.240
H -0.932 3.224 0.526 0.489 -0.058 -0.092
H 0.620 1.935 -1.293 -0.266 -0.713 0.396
H -2.419 3.840 0.937 -2.579 4.198 0.764
H 0.770 -2.400 -1.871 0.116 -0.721 -1.391
H 2.319 -1.584 1.297 1.036 0.286 0.080
H 0.609 -0.322 1.660 -0.777 -1.371 -0.052
H -1.953 2.372 1.743 -0.135 0.324 -1.263
H 3.014 -1.143 -0.355 1.046 1.342 -0.246
H -0.761 -2.629 -1.042 -1.540 0.036 -0.035
H -0.950 -0.863 1.031 -0.085 0.137 -0.657
H -0.024 -2.042 1.774 0.655 -0.917 0.607
```
Positions in Å, forces in eV/Å.

For the lowest unoccupied orbital energy, the calculation gives 0.9 eV. As for the charge: 0. Its multiplicity is 1. For the orbital gap, the calculation gives 9.006 eV.

Atom charges from the Mulliken analysis, given in e for atoms 1 to 6:
1. N -0.632
2. N -0.499
3. N 0.264
4. C -1.795
5. C -0.808
6. C 1.701

=====

This record from the OMol25 dataset describes a 2-piece molecular cluster, C6H17N4O2S overall. The level of theory is ωB97M-V with the def2-TZVPD basis set.

Geometry as XYZ:
```
30
Properties=species:S:1:pos:R:3:forces:R:3
S -1.853 0.566 0.021 -1.749 -0.389 -0.070
O -1.861 0.911 -1.376 0.870 0.022 -0.129
O -3.085 0.034 0.573 0.821 -0.696 -0.081
N 2.234 0.571 -1.928 -0.830 -1.926 -0.414
N 1.066 0.504 0.134 -0.419 0.575 0.453
N 0.298 -0.570 0.043 -0.992 -0.748 1.196
N 1.965 2.444 -0.744 -1.728 -2.560 0.649
C -1.049 -2.418 -1.213 1.725 3.632 -0.218
C -1.607 2.030 1.004 2.317 0.325 -1.591
C -0.295 -0.482 2.524 1.132 -0.358 -1.472
C 0.175 -1.387 -1.175 0.439 -2.504 -0.316
C 0.325 -1.308 1.363 -0.941 -1.625 -0.842
C 1.634 1.094 -0.876 1.672 2.716 1.493
H -1.764 -2.007 -0.562 -1.621 0.358 0.364
H -2.169 2.694 0.350 -0.127 0.555 0.632
H -0.535 2.273 1.046 -0.399 0.153 -0.461
H 2.529 2.775 -1.453 1.302 1.205 -1.174
H 0.112 -0.699 -1.989 0.018 0.244 -0.565
H 1.105 -2.063 -1.260 -0.958 1.360 0.080
H -0.265 -1.182 3.322 -0.618 -0.389 1.013
H 0.307 0.362 2.827 0.189 0.235 -0.154
H -1.372 -2.557 -2.218 -0.409 0.104 -0.609
H -0.377 -2.227 1.195 1.407 1.592 0.355
H -1.871 1.858 2.000 -1.186 -0.153 1.199
H -0.757 -3.297 -0.804 0.949 -2.829 1.092
H 2.673 -0.321 -1.977 -0.310 -0.731 0.320
H 1.401 -1.710 1.465 -1.635 0.835 0.217
H 1.709 3.060 -0.003 -0.429 -0.082 0.316
H 2.630 1.208 -2.519 1.185 1.661 -1.946
H -1.301 -0.154 2.230 0.322 -0.581 0.663
```
Positions in Å, forces in eV/Å.

For the lowest unoccupied orbital energy (alpha / beta), the calculation gives -5.4 / -5.1 eV. As for the charge: +1. Its multiplicity is 1. For the orbital gap (alpha / beta), the calculation gives 7.112 / 7.555 eV.

Atom charges from the Mulliken analysis, given in e for atoms 1 to 6:
1. S 1.079
2. O -0.567
3. O -0.528
4. N -0.324
5. N -0.905
6. N 0.818

=====

This record from the OMol25 dataset describes a 2-piece molecular cluster, C6H17N5O2 overall. The level of theory is ωB97M-V with the def2-TZVPD basis set.

Geometry as XYZ:
```
30
Properties=species:S:1:pos:R:3:forces:R:3
O -3.397 -0.195 0.060 0.373 -0.672 0.346
O -2.754 1.569 -1.013 0.621 1.154 -0.909
N -1.251 -0.661 1.497 2.077 2.171 0.527
N -0.972 1.709 1.055 0.917 -1.482 0.096
N 1.382 1.265 -0.329 0.875 0.545 0.704
N -0.808 0.222 -2.413 -2.159 1.809 2.289
N -1.391 -1.891 -1.397 -2.075 0.213 1.397
C -1.453 -0.436 -1.285 0.610 0.561 -1.093
C -0.533 0.399 0.943 -1.159 -1.088 -0.153
C 1.008 0.340 0.749 0.598 -0.855 -0.594
C 1.689 -1.057 0.430 -3.029 1.677 -1.262
C -2.550 0.256 -0.739 -0.523 -1.126 -0.468
C 1.535 0.746 2.068 -3.619 1.512 3.802
H -2.059 1.906 -1.602 -0.112 0.018 0.354
H 0.884 1.587 2.548 1.305 -0.841 -1.225
H -0.814 -1.592 1.440 -0.647 0.950 -0.319
H 1.248 -1.350 -0.584 0.876 -0.344 1.506
H 2.707 -0.762 0.391 1.082 -0.316 -0.254
H 1.260 0.003 2.844 0.534 -0.225 -0.588
H -0.424 2.331 0.502 1.010 0.199 -0.343
H -2.139 -2.208 -0.719 1.219 0.158 -0.567
H -1.551 0.772 -2.827 0.828 -0.389 -1.310
H 1.496 -1.702 1.264 -0.005 -0.900 0.013
H 1.215 0.693 -1.145 0.280 0.671 -0.725
H -2.251 -0.486 1.295 -0.181 -0.984 0.154
H 2.516 1.035 2.233 2.174 0.272 -0.414
H 2.395 1.587 -0.259 -1.861 -0.915 -0.166
H -0.177 -0.250 -2.977 0.782 -1.100 -1.157
H -1.876 -2.124 -2.277 0.479 0.097 0.070
H -1.905 2.035 0.967 -1.269 -0.769 0.289
```
Positions in Å, forces in eV/Å.

For the lowest unoccupied orbital energy, the calculation gives 0.7 eV. As for the charge: 0. Its multiplicity is 1. For the orbital gap, the calculation gives 7.132 eV.

Atom charges from the Mulliken analysis, given in e for atoms 1 to 6:
1. O -0.793
2. O -0.554
3. N -0.260
4. N -0.391
5. N -0.665
6. N -0.611

=====

This record from the OMol25 dataset describes an isolated molecule of C6H17N5O2. The level of theory is ωB97M-V with the def2-TZVPD basis set.

Geometry as XYZ:
```
30
Properties=species:S:1:pos:R:3:forces:R:3
O -0.082 -0.928 -1.253 0.073 0.129 -2.988
O 1.084 -0.462 -3.110 -0.334 0.604 0.941
N 3.224 0.467 -1.513 -0.659 -0.332 -1.434
N -2.731 0.253 -0.036 0.529 -1.586 0.291
N -0.817 -0.096 1.299 0.221 -1.368 0.108
N -2.375 1.443 2.156 -0.779 -0.039 -2.341
N -3.277 -0.863 0.780 -0.474 -0.700 -1.216
C 0.378 0.431 1.940 0.523 -0.210 0.088
C 1.040 -0.527 -1.905 0.668 -1.815 0.362
C 2.375 -0.637 -1.055 -0.949 0.507 -1.191
C -1.788 0.910 0.859 -0.221 -1.339 2.828
C 1.434 0.712 0.884 -0.133 2.454 -0.126
C 2.097 -0.528 0.436 3.345 -0.874 -0.994
H -2.667 -1.756 0.755 -1.438 1.899 -0.495
H 2.220 1.482 1.138 -1.056 -0.725 0.127
H 2.662 -1.693 -1.405 0.136 1.260 0.815
H 0.743 -0.346 2.617 -0.034 0.319 0.258
H 4.201 0.244 -1.500 0.460 -0.257 0.322
H -2.892 0.637 2.507 0.049 -0.044 0.193
H -1.273 -0.731 1.981 0.216 0.751 -0.806
H 0.815 1.214 0.088 1.006 -0.477 0.136
H -4.208 -1.004 0.326 1.265 -0.470 0.796
H 3.005 0.566 -2.524 0.244 0.167 0.802
H -3.145 2.041 1.829 0.313 0.186 0.428
H 1.537 -1.367 0.625 -1.747 -2.032 0.861
H 0.090 1.321 2.456 0.152 0.639 0.794
H -0.137 -0.761 -0.323 0.114 0.405 2.073
H -1.269 1.704 0.401 0.431 0.917 -0.927
H -2.171 -0.225 -0.790 -0.641 1.097 0.735
H 3.085 -0.803 0.960 -1.281 0.936 -0.441
```
Positions in Å, forces in eV/Å.

For the lowest unoccupied orbital energy, the calculation gives 0.7 eV. As for the charge: 0. Its multiplicity is 1. For the orbital gap, the calculation gives 10.367 eV.

Atom charges from the Mulliken analysis, given in e for atoms 1 to 6:
1. O -0.480
2. O -0.596
3. N -0.667
4. N -0.401
5. N -0.378
6. N -0.642

=====

This record from the OMol25 dataset describes a 2-piece molecular cluster, C6H17NO overall. The level of theory is ωB97M-V with the def2-TZVPD basis set.

Geometry as XYZ:
```
25
Properties=species:S:1:pos:R:3:forces:R:3
O -1.174 0.445 -0.796 -0.310 -0.703 0.647
N 1.545 0.111 -0.958 -0.522 0.478 0.702
C -2.874 -1.923 0.451 1.920 -0.779 -0.408
C -1.789 0.456 0.507 0.927 0.199 -0.879
C -1.966 -0.909 1.192 -2.505 0.729 0.844
C 2.120 1.112 -0.045 0.003 -0.890 0.350
C 1.633 2.497 -0.442 0.786 0.159 0.233
C 1.949 -1.238 -0.722 0.273 -0.866 1.633
H -2.727 0.970 0.250 -0.071 -0.249 0.821
H -1.157 1.091 1.176 -0.585 -0.198 -0.203
H -3.852 -1.464 0.269 0.121 -0.394 -0.075
H 1.738 0.840 0.971 0.584 0.283 -0.585
H 3.233 1.027 -0.071 -0.557 0.174 0.241
H 1.780 0.346 -1.888 0.211 0.465 -1.123
H -2.566 -0.697 2.156 1.133 -0.085 -0.999
H 0.617 2.628 -0.100 -0.529 -0.062 -0.484
H 1.757 2.595 -1.543 -0.286 0.368 0.731
H -1.024 -1.337 1.485 0.483 -0.173 -0.022
H 2.188 3.285 0.111 0.044 -0.402 -0.569
H 3.046 -1.333 -0.562 -0.367 -0.225 -0.306
H -2.350 -2.220 -0.520 -0.996 0.399 1.041
H -0.258 0.076 -0.745 -0.035 0.484 -0.149
H -2.924 -2.865 1.080 -0.339 1.033 -0.742
H 1.480 -1.583 0.243 0.394 0.136 -0.679
H 1.575 -1.910 -1.500 0.225 0.115 -0.021
```
Positions in Å, forces in eV/Å.

For the lowest unoccupied orbital energy (alpha / beta), the calculation gives 3.9 / 3.7 eV. As for the charge: -1. Its multiplicity is 2. For the orbital gap (alpha / beta), the calculation gives 2.608 / 9.283 eV.

Atom charges from the Mulliken analysis, given in e for atoms 1 to 6:
1. O -0.114
2. N 1.703
3. C -1.138
4. C -0.776
5. C -0.606
6. C -2.171

=====

This record from the OMol25 dataset describes a 2-piece molecular cluster, C6H17NO overall. The level of theory is ωB97M-V with the def2-TZVPD basis set.

Geometry as XYZ:
```
25
Properties=species:S:1:pos:R:3:forces:R:3
O 0.370 0.529 3.561 1.106 -0.641 1.284
N 0.039 1.269 0.198 -4.306 -1.373 -1.429
C 1.877 1.085 -1.552 -2.376 -2.101 -0.334
C -0.863 -1.550 -0.721 -0.207 -3.026 -2.969
C -1.229 2.073 -0.008 1.528 -0.186 -2.389
C 0.522 -1.014 -0.654 0.001 0.538 -0.133
C 0.471 0.496 -1.037 1.707 1.891 0.205
C -1.171 -3.009 -0.319 -1.434 -0.758 0.355
H 0.603 1.898 0.668 2.464 1.005 0.219
H 2.672 0.495 -1.126 0.535 -0.102 -0.332
H -1.117 -1.683 -1.913 -0.126 1.558 2.882
H 1.985 2.106 -1.317 0.057 1.208 0.328
H -2.325 -3.037 -0.241 1.830 -0.277 0.182
H -0.918 -3.831 -1.006 0.086 0.703 -0.489
H 1.676 0.984 -2.632 1.433 -0.010 0.239
H -0.711 -3.400 0.593 -0.259 0.606 0.455
H 0.050 0.846 2.728 0.148 -0.057 -1.061
H -0.146 0.723 -2.018 0.125 -0.671 2.617
H -0.984 2.899 -0.781 -0.855 -1.417 0.416
H -1.491 2.689 0.814 -0.241 -0.039 1.387
H 1.066 -1.621 -1.329 1.101 -0.196 -1.149
H 1.000 -1.229 0.315 -0.247 0.704 -0.020
H 1.275 0.150 3.474 -1.276 0.612 -0.353
H -1.445 -0.983 -0.053 -1.429 1.195 -0.015
H -2.065 1.394 -0.305 0.636 0.835 0.101
```
Positions in Å, forces in eV/Å.

For the lowest unoccupied orbital energy, the calculation gives 0.9 eV. As for the charge: 0. Its multiplicity is 1. For the orbital gap, the calculation gives 9.717 eV.

Atom charges from the Mulliken analysis, given in e for atoms 1 to 6:
1. O -0.680
2. N -0.218
3. C -1.328
4. C -0.071
5. C -0.996
6. C -0.815

=====

Relative energy (zero: lowest compared OMol25 entry of this formula, charge and spin) in eV, matching the order above: 1.3184 4.9515 4.1323 2.5981 2.7831 1.8083 0.8987 2.4841